1.
Here is the molecule CH3IO3S in a non-equilibrium geometry from the OMol25 dataset. Energies are from ωB97M-V/def2-TZVPD.

XYZ file:
```
9
Properties=species:S:1:pos:R:3:forces:R:3:lowdin_charge:R:1
I -2.5261 -0.2537 0.6601 -0.4108 0.1004 0.2922 1.57
S 0.0958 1.0677 -0.0945 -1.2013 -0.8110 0.1313 0.81
O -1.9703 -0.8047 -0.9680 -0.0858 -0.2918 -0.1744 -0.94
O 1.0166 1.9929 0.4857 1.2447 1.0594 0.6341 -0.46
O -0.9501 0.7173 1.2986 0.6936 -0.3837 -0.9952 -0.90
C 0.9664 -0.5167 -0.2711 3.4169 4.1241 0.4528 -0.22
H 1.4080 -0.8344 0.6863 0.2386 0.3007 -0.6292 0.08
H 0.3076 -1.1499 -0.6297 -3.3041 -3.3532 -1.6383 -0.05
H 1.6521 -0.2184 -1.1675 -0.5918 -0.7449 1.9267 0.11
```
Positions in Å, forces in eV/Å.

Results
Max |F|: 5.37 eV/Å
Charge: 0
LUMO energy: -1.00 eV
Spin multiplicity: 1

2.
Here is a cluster of 3 separate species, C3H10O3 in total in a non-equilibrium geometry from the OMol25 dataset. Energies are from ωB97M-V/def2-TZVPD.

XYZ file:
```
16
Properties=species:S:1:pos:R:3:forces:R:3:lowdin_charge:R:1
O 0.5461 -2.4564 0.2411 -0.0073 0.1274 -0.1280 -0.05
O -0.5546 -0.0757 -0.5176 -0.0232 -0.0289 0.5962 -0.04
O 1.4035 -1.3267 -2.2261 -0.2855 0.6895 0.1423 -0.06
C -1.4198 0.9853 1.5418 0.6434 -1.3174 -0.6803 -0.03
C -0.5198 1.0206 0.3327 0.3195 0.4220 -0.4989 -0.44
C 0.2101 2.0733 -0.0156 0.3820 -0.0461 0.2095 0.05
H 2.0753 -0.7085 -2.5346 0.2421 -0.3384 -0.0616 0.05
H -2.1584 0.2098 1.3618 -0.5089 0.2285 -0.1646 0.08
H 0.7614 -0.7047 -1.8262 -0.1105 -0.2470 -0.0912 0.02
H -0.9001 0.5935 2.4161 0.1456 0.6018 0.2621 0.09
H 0.9011 -2.3396 -0.6563 0.2594 -0.1094 0.0719 0.02
H -0.3532 -0.8510 0.0456 -0.3152 -0.0928 -0.2861 0.06
H 0.7018 -3.3720 0.4754 -0.0546 -0.1027 0.0568 0.05
H 0.7546 2.1229 -0.9467 0.0934 -0.2643 -0.0441 0.06
H -1.8624 1.9590 1.6238 -0.2522 0.2451 0.6603 0.08
H 0.4144 2.8701 0.6848 -0.5279 0.2326 -0.0444 0.06
```
Positions in Å, forces in eV/Å.

Results
Max |F|: 1.62 eV/Å
Charge: 0
LUMO energy: 0.76 eV
Spin multiplicity: 1
SMILES string: C=C(C)O.O.O

3.
Here is a structure of composition F2H6NPSi2 in a non-equilibrium geometry from the OMol25 dataset. Energies are from ωB97M-V/def2-TZVPD.

XYZ file:
```
12
Properties=species:S:1:pos:R:3:forces:R:3:lowdin_charge:R:1
P 0.5308 0.8171 -1.8421 -0.9426 2.8522 1.8491 0.71
Si 1.0641 -0.4956 0.6844 2.7529 -0.7538 -1.3441 0.37
Si -1.1772 0.2960 0.6870 -2.9740 4.6793 -1.0613 0.34
F 1.4697 -0.3902 -1.9646 1.2999 -1.2997 -1.1013 -0.30
F -0.8557 0.1548 -2.1090 -0.9495 -0.9065 -1.0208 -0.28
N 0.2976 0.8981 -0.1025 -0.0940 -1.7793 0.3735 -0.51
H -1.9967 -0.8119 0.3647 0.3909 -2.1876 0.4229 -0.06
H -2.2164 1.0295 -0.0487 -0.3925 0.7532 -0.1588 -0.08
H 0.9642 -1.4876 -0.4037 -0.0917 -0.8124 1.0980 -0.03
H -1.2376 1.0884 1.9365 0.2100 -0.8861 0.3881 -0.03
H 0.7804 -1.0996 1.9929 -0.8690 0.3218 0.2042 -0.05
H 2.3768 0.0012 0.8053 1.6596 0.0189 0.3506 -0.08
```
Positions in Å, forces in eV/Å.

Results
Max |F|: 5.65 eV/Å
Charge: 0
LUMO energy: -0.36 eV
Spin multiplicity: 1

Please write out number 3 again, unchanged.
Here is a structure of composition F2H6NPSi2 in a non-equilibrium geometry from the OMol25 dataset. Energies are from ωB97M-V/def2-TZVPD.

XYZ file:
```
12
Properties=species:S:1:pos:R:3:forces:R:3:lowdin_charge:R:1
P 0.5308 0.8171 -1.8421 -0.9426 2.8522 1.8491 0.71
Si 1.0641 -0.4956 0.6844 2.7529 -0.7538 -1.3441 0.37
Si -1.1772 0.2960 0.6870 -2.9740 4.6793 -1.0613 0.34
F 1.4697 -0.3902 -1.9646 1.2999 -1.2997 -1.1013 -0.30
F -0.8557 0.1548 -2.1090 -0.9495 -0.9065 -1.0208 -0.28
N 0.2976 0.8981 -0.1025 -0.0940 -1.7793 0.3735 -0.51
H -1.9967 -0.8119 0.3647 0.3909 -2.1876 0.4229 -0.06
H -2.2164 1.0295 -0.0487 -0.3925 0.7532 -0.1588 -0.08
H 0.9642 -1.4876 -0.4037 -0.0917 -0.8124 1.0980 -0.03
H -1.2376 1.0884 1.9365 0.2100 -0.8861 0.3881 -0.03
H 0.7804 -1.0996 1.9929 -0.8690 0.3218 0.2042 -0.05
H 2.3768 0.0012 0.8053 1.6596 0.0189 0.3506 -0.08
```
Positions in Å, forces in eV/Å.

Results
Max |F|: 5.65 eV/Å
Charge: 0
LUMO energy: -0.36 eV
Spin multiplicity: 1